## 1
21
Properties=species:S:1:pos:R:3 method="wB97M-V/def2-TZVPD" gap_ev=9.2 homo_energy_ev=-8.6 spin_multiplicity=1 total_charge=0
O 1.00566 -1.49533 -3.19576
O -0.17383 0.32398 3.23315
N -0.52297 2.83171 -0.03395
N 0.17599 0.51301 -0.25539
C -0.83054 1.52794 -0.56944
C -0.34251 -0.84816 -0.31690
C 0.52132 -1.88011 0.37095
H -1.38737 -0.93341 0.03232
H 0.70407 -0.06835 3.23778
H 0.40892 3.11676 -0.33760
H -0.43384 2.79683 0.97989
H 0.22059 -2.03298 1.41173
H -0.96939 1.56496 -1.65152
H -0.52360 -0.12226 4.02616
H 0.64417 0.75527 0.60820
H -0.40726 -1.03605 -1.38698
H 0.52213 -2.84633 -0.12168
H 1.53867 -1.49600 0.52269
H -1.79158 1.27030 -0.08876
H 1.35283 -0.73853 -2.70862
H 0.28855 -1.20324 -3.75629

***

## 2
21
Properties=species:S:1:pos:R:3 method="wB97M-V/def2-TZVPD" gap_ev=9.8 homo_energy_ev=-9.1 spin_multiplicity=1 total_charge=0
O -1.01895 2.86655 -2.54607
O -3.29389 -5.32103 0.73727
N 0.53245 0.28400 0.34591
N 0.55167 -2.14108 0.00481
C 0.56875 2.73419 0.81633
C 1.32461 1.47696 0.31730
C 1.28548 -0.90428 -0.10864
H 2.22085 -0.92310 0.47741
H 2.23177 1.38183 0.93966
H -0.22574 2.37466 -2.31678
H -1.64110 2.25337 -2.95444
H -3.03899 -4.45349 0.97113
H -0.01650 2.46760 1.69666
H 1.65818 1.73549 -0.69190
H 0.23354 0.09967 1.29765
H 0.09845 -2.29567 -0.88817
H -0.25295 -2.02196 0.61504
H -3.99810 -5.53518 1.32113
H 1.56358 -0.70954 -1.14376
H 1.24881 3.52273 1.11817
H -0.03193 3.10828 -0.00871

***

In order of decreasing stability: 1, 2.

***

## 1
21
Properties=species:S:1:pos:R:3 method="wB97M-V/def2-TZVPD" gap_ev=9.6 homo_energy_ev=-9.1 spin_multiplicity=1 total_charge=0
O 0.93209 -0.46923 3.18661
O -2.15120 -4.44671 1.22475
N -0.70468 1.18926 -1.34442
N 0.00061 -1.11857 -1.11710
C -0.88105 -0.09481 -0.62589
C 0.68991 1.66977 -1.34551
C 1.11275 2.47851 -0.10075
H -1.92580 -0.36771 -0.72081
H 0.81330 2.33185 -2.20794
H 0.84145 1.98021 0.83277
H 0.74780 -0.13364 2.31044
H 2.19997 2.57700 -0.13102
H 1.56575 -1.19463 3.17443
H 0.69737 -1.43096 -0.47342
H 0.20752 -1.10779 -2.09747
H 1.43138 0.89598 -1.47429
H 0.68797 3.48175 -0.12373
H -2.68750 -3.64545 1.12150
H -1.20722 1.93324 -0.86950
H -1.73476 -4.54118 0.35672
H -0.63566 0.01310 0.42464

***

## 2
21
Properties=species:S:1:pos:R:3 method="wB97M-V/def2-TZVPD" gap_ev=9.6 homo_energy_ev=-9.1 spin_multiplicity=1 total_charge=0
O -2.13767 -0.51305 -4.16108
O 2.52168 0.70302 -4.33523
N 0.03685 -1.42111 2.43750
N -0.62012 -0.64220 -0.26342
C 0.53581 -0.10958 1.95623
C 0.56780 0.99432 3.00397
C -0.32715 0.35381 0.76901
H 1.51382 1.10102 3.52464
H 2.63010 -0.15247 -4.68786
H 0.17577 1.24425 0.35921
H 0.35480 1.95363 2.51959
H -2.94467 -0.34227 -4.68334
H -0.14866 -1.38161 3.43695
H 0.11280 -0.66167 -0.95213
H -1.27460 0.67156 1.22150
H -0.26824 0.83618 3.68759
H 2.46615 0.59774 -3.37572
H -1.44681 -0.26906 -0.71457
H -0.90652 -1.59320 2.09326
H 1.51313 -0.39488 1.53583
H -2.35428 -0.97446 -3.37194

***

## 3
21
Properties=species:S:1:pos:R:3 method="wB97M-V/def2-TZVPD" gap_ev=8.6 homo_energy_ev=-8.2 spin_multiplicity=1 total_charge=0
O -0.66578 0.60683 -2.38615
O -3.30321 0.52272 -1.60969
N 0.53331 -1.21787 -0.07953
N 0.39172 1.57877 1.12059
C 0.14572 -0.88488 1.29566
C 1.95593 -1.20467 -0.37355
C 0.65723 0.39624 1.94129
H 1.69375 0.30332 2.27222
H -1.41492 0.01646 -2.48293
H -0.01891 -0.66803 -0.72167
H -0.92627 -0.78662 1.23728
H 2.46063 -1.58676 0.51417
H -3.47367 -0.16623 -0.95728
H 0.51291 -1.75800 1.84613
H 0.08904 0.52576 2.87038
H 1.23746 2.06317 0.87085
H 2.12549 -1.75749 -1.29483
H -0.75740 1.47849 -2.77041
H -3.33966 1.33307 -1.09572
H 2.36123 -0.20237 -0.57310
H -0.26457 1.40810 0.37630

***

## 4
21
Properties=species:S:1:pos:R:3 method="wB97M-V/def2-TZVPD" gap_ev=9.9 homo_energy_ev=-9.1 spin_multiplicity=1 total_charge=0
O -3.29783 -1.94572 -0.62548
O 5.01345 0.68199 2.39889
N -1.50691 0.41068 -0.39954
N 1.64879 -1.09284 0.85835
C -0.03899 0.24575 -0.48821
C -2.08750 1.06541 -1.55233
C 0.55031 -0.15136 0.85655
H -3.17071 -1.66907 -1.51909
H -1.63309 0.94257 0.45402
H 4.17629 1.07889 2.16229
H 2.00288 -1.42884 -0.01655
H 1.59122 -1.94651 1.40279
H 0.39226 1.11454 -1.00890
H -3.16036 0.95853 -1.69508
H 5.43280 0.49420 1.58071
H 0.96455 0.71986 1.38941
H -3.25591 -1.23323 0.02865
H 0.09369 -0.54977 -1.23294
H -1.85143 2.13832 -1.65050
H -0.28276 -0.47922 1.48497
H -1.58076 0.64582 -2.42801

***

In order of decreasing stability: 2, 1, 3, 4.